This record from the OMol25 dataset describes a 2-piece molecular cluster, C5H10O2 overall. The level of theory is the ωB97M-V functional and the def2-TZVPD basis.

```
17
Properties=species:S:1:pos:R:3:forces:R:3
C 0.42776 -1.79231 0.37157 0.0 0.1 -0.1
C 0.25166 -0.61645 -0.23493 0.1 -0.2 0.1
C 1.23069 -0.03142 -1.21778 0.0 0.0 0.0
C -0.93707 0.23513 0.11088 -0.1 0.3 0.0
C -2.27536 -0.42613 0.34014 0.0 0.0 0.1
O -0.83672 1.45028 0.16367 0.0 -0.4 -0.1
H 1.31032 -2.39748 0.17882 -0.1 0.1 0.0
H -0.27547 -2.18725 1.09944 0.1 0.1 -0.1
H 2.03438 -0.74275 -1.43037 -0.1 0.1 0.0
H 1.66772 0.89375 -0.82563 -0.1 -0.2 -0.1
H 0.72915 0.21877 -2.15991 0.1 0.0 0.1
H -2.62058 -0.87367 -0.59886 0.1 0.0 0.1
H -2.99258 0.32672 0.67054 0.1 -0.1 0.0
H -2.21713 -1.23276 1.07616 0.0 0.1 -0.1
O 1.74465 2.63683 0.61846 -0.1 -0.1 0.2
H 1.94262 2.12031 1.40855 0.0 0.1 -0.1
H 0.81596 2.41842 0.42924 0.1 0.0 0.0
```
Forces are in eV/Å.

Values from the calculation:
Structure (SMILES) = C=C(C)C(C)=O.O
E_LUMO = 0.452 eV
Spin multiplicity = 1
Gap between HOMO and LUMO = 10.63 eV
Molar mass = 102.13 g/mol
Electronic energy = -9441.677 eV
Energy above the lowest of the compared OMol25 structures with the same formula, charge and spin = 31.5 kcal per mole

This record from the OMol25 dataset describes C29H37FeN3O as an isolated structure. The level of theory is the ωB97M-V functional and the def2-TZVPD basis.

```
71
Properties=species:S:1:pos:R:3:forces:R:3
Fe -0.01918 0.42669 -0.05369 2.2 -1.6 0.5
N 0.31671 0.20130 3.67805 -1.6 1.3 -2.3
N 1.62587 1.62522 0.18536 0.1 0.0 0.8
C -1.32697 0.01709 -1.50882 -1.9 -0.5 0.3
C -1.78184 1.09635 -0.64189 -1.9 -1.1 0.2
C -1.87603 0.56219 0.70330 -2.7 -1.0 -0.8
C -2.35785 1.26067 1.94091 0.1 -0.1 -0.1
H -2.46192 2.33886 1.76659 0.0 -0.2 0.1
H -1.64194 1.09719 2.76445 -0.3 0.0 -0.1
H -3.33088 0.85331 2.25312 0.1 0.1 -0.1
C -1.46313 -0.82242 0.67411 -2.0 0.2 -0.7
C -1.54998 -1.74637 1.84497 0.2 -0.1 0.2
H -2.60609 -1.95110 2.08599 0.2 0.0 -0.1
H -1.08386 -1.28904 2.73070 -0.1 -0.1 -0.2
H -1.04204 -2.69423 1.62891 -0.1 0.2 0.1
C -1.10311 -1.15960 -0.68582 -1.5 0.1 -0.1
C -0.80889 -2.53750 -1.18369 0.1 -0.1 0.0
H -0.22293 -3.09048 -0.43743 -0.1 0.1 -0.2
H -0.24889 -2.50954 -2.12864 -0.1 -0.1 0.2
H -1.74838 -3.08701 -1.36384 0.3 0.0 0.0
C -2.19368 2.46550 -1.08536 0.0 0.1 0.0
H -3.25991 2.48863 -1.36533 0.3 0.1 0.0
H -1.60949 2.78274 -1.96146 -0.2 0.0 0.2
H -2.04010 3.19637 -0.27981 0.0 -0.1 -0.2
C -1.30262 0.05194 -3.00183 0.2 0.1 -0.1
H -0.64460 -0.73345 -3.39592 -0.1 0.2 0.0
H -0.93037 1.01977 -3.36397 -0.1 -0.2 -0.1
H -2.31220 -0.10371 -3.42240 0.3 0.0 0.1
C 0.82377 -0.30716 4.78707 1.4 -1.0 2.2
H 0.05953 -0.52238 5.55449 0.7 -0.1 -0.1
C 2.18595 -0.55162 4.94797 -1.5 0.0 0.5
H 2.49762 -0.97885 5.89229 0.3 0.0 0.0
C 3.07466 -0.24222 3.91523 1.8 -1.2 1.1
H 4.15194 -0.43216 4.03550 -0.5 0.1 -0.1
C 2.56637 0.33466 2.75127 -2.2 1.3 -1.8
H 3.22131 0.63429 1.91810 -0.4 -0.1 0.4
C 1.16369 0.55362 2.68560 2.8 0.0 0.4
C 0.43160 1.20049 1.60017 2.0 2.2 1.1
H 0.05101 2.21683 1.85447 0.5 -0.5 -0.1
C 1.43532 0.96309 -0.97860 3.2 1.2 -1.9
C 2.32007 2.76818 -0.05269 0.1 0.8 1.5
H 2.55189 3.41834 0.76780 0.2 0.2 0.0
C 2.59976 2.85365 -1.34951 1.1 0.9 -2.0
H 3.20474 3.58881 -1.92299 -0.7 -0.8 0.7
N 2.04725 1.73248 -1.96353 -0.3 -0.1 1.6
C 1.91628 1.45425 -3.33024 -0.4 0.1 -0.6
C 1.45581 2.46293 -4.19793 0.3 -1.0 -0.1
C 1.26612 2.11129 -5.53882 0.2 0.0 0.5
H 0.91673 2.88218 -6.22418 0.0 -0.2 0.0
C 1.49655 0.81143 -5.98700 0.1 0.0 -0.1
C 1.30612 0.47997 -7.43943 0.0 -0.1 -0.2
H 0.98805 -0.56093 -7.55966 0.0 0.2 -0.1
H 2.23893 0.60935 -8.00500 -0.1 0.0 0.1
H 0.55305 1.13465 -7.89013 0.1 -0.1 0.0
C 1.92006 -0.17291 -5.09334 0.0 0.3 0.4
H 2.10000 -1.19379 -5.43601 -0.1 0.2 0.0
C 2.11867 0.12913 -3.74404 0.2 0.6 -0.3
C 2.54465 -0.89661 -2.74754 -0.1 -1.0 0.1
H 3.48553 -0.64405 -2.23524 -0.3 0.1 -0.1
H 2.68903 -1.85915 -3.25306 0.1 0.1 0.0
H 1.77643 -1.03334 -1.96106 0.5 0.1 -0.5
C 1.09192 3.82402 -3.69942 -0.2 0.6 -0.3
H 1.96290 4.40552 -3.37224 -0.3 -0.1 0.0
H 0.35348 3.80467 -2.88225 0.4 -0.1 -0.1
H 0.63289 4.36908 -4.53104 0.0 0.0 0.1
C 2.57044 -2.56573 0.45542 -0.3 0.2 0.3
O 1.46117 -2.25650 1.30144 0.4 -0.7 -0.1
H 3.16622 -1.65926 0.26874 0.0 -0.2 0.0
H 2.15188 -2.92501 -0.49250 0.2 0.1 0.1
H 3.21754 -3.34787 0.88704 -0.2 0.2 -0.2
H 1.74530 -2.32391 2.22743 0.0 0.4 -0.3
```
Forces are in eV/Å.

Values from the calculation:
E_LUMO (spin up / spin down) = 2.456 / 2.450 eV
Spin multiplicity = 6
Gap between HOMO and LUMO (spin up / spin down) = 2.22 / 6.55 eV
Molar mass = 499.48 g/mol
Electronic energy = -71571.814 eV
Total charge = -1
Expectation value of S² = 8.8084
Energy above the lowest of the compared OMol25 structures with the same formula, charge and spin = 11.6 kcal per mole

This record from the OMol25 dataset describes C17H15AsBrN4RhS4 as an isolated structure. The level of theory is the ωB97M-V functional and the def2-TZVPD basis.

```
43
Properties=species:S:1:pos:R:3:forces:R:3
Rh -0.37726 -0.91739 0.56217 -0.3 -0.8 0.0
C 0.83614 4.44921 -0.52663 0.1 0.1 0.0
C 1.33504 3.27011 -1.05973 0.0 0.1 -0.1
C 1.12624 2.06771 -0.41583 -0.2 -0.3 0.4
C 0.38834 2.02421 0.77767 0.2 1.2 -0.3
C -0.10956 3.22421 1.31037 0.1 -0.4 0.0
C 0.12144 4.41621 0.66187 0.0 0.1 -0.1
N 0.17104 0.83101 1.42257 0.1 -1.2 0.0
N -0.05476 0.88371 2.71257 0.0 1.2 0.4
C -0.29166 -0.28199 3.29737 0.1 -0.7 -0.3
C -0.41296 -0.38229 4.69837 0.0 0.0 0.0
C -0.54656 -1.61379 5.27757 0.0 0.0 -0.2
C -0.54436 -2.75159 4.46037 0.0 0.1 -0.1
C -0.45226 -2.59109 3.09657 -0.1 -0.6 0.2
N -0.36346 -1.40199 2.50227 -0.1 0.3 0.8
H 1.02754 5.39141 -1.01893 0.0 0.1 -0.1
H 1.89684 3.29351 -1.98233 0.1 0.0 0.0
H 1.56904 1.15531 -0.79253 0.0 0.0 0.0
H -0.66976 3.17971 2.23117 0.0 0.0 0.0
H -0.27226 5.32811 1.08337 0.0 0.1 0.0
H -0.37036 0.53511 5.26197 0.0 0.1 0.1
H -0.64556 -1.72099 6.34667 0.0 0.1 0.1
H -0.60206 -3.73999 4.88247 0.0 -0.1 0.0
H -0.45246 -3.46539 2.45477 0.0 0.1 0.0
C 1.00944 -1.06149 -4.69063 0.1 -0.1 -0.1
C -0.00056 -0.61089 -3.69453 -0.3 0.3 0.0
C -1.26506 -0.15289 -4.05073 0.3 -0.1 0.3
C -2.14776 0.25721 -3.06523 0.0 0.1 0.2
C -1.73656 0.17101 -1.75053 -0.1 0.0 0.1
Br -2.85996 0.70641 -0.32033 0.0 -0.1 -0.2
N -0.54886 -0.31069 -1.38093 -0.3 0.2 -0.7
C 0.30224 -0.67269 -2.34093 0.1 0.0 -0.2
H 0.67344 -0.87499 -5.70563 0.0 0.0 -0.1
H 1.17404 -2.13209 -4.56513 0.1 0.0 -0.1
H 1.96154 -0.55779 -4.53153 0.1 0.0 0.0
H -1.55866 -0.11119 -5.08883 0.0 0.0 -0.1
H -3.13226 0.62381 -3.30503 -0.1 0.1 0.0
H 1.26614 -1.04939 -2.01823 -0.1 0.0 0.0
S -1.47206 -2.89129 -0.08103 -0.3 0.5 -0.4
As 0.43084 -3.95899 -0.39733 1.1 -0.7 0.6
S 2.08624 -2.12609 0.26237 -0.1 0.2 -1.0
S 2.91774 -2.50789 1.97067 0.0 -0.2 0.6
S 0.59354 -3.92319 -2.49063 -0.4 0.3 0.2
```
Forces are in eV/Å.

Values from the calculation:
E_LUMO (spin up / spin down) = -0.306 / -2.933 eV
Spin multiplicity = 5
Gap between HOMO and LUMO (spin up / spin down) = 6.30 / 4.63 eV
Molar mass = 661.34 g/mol
Electronic energy = -201062.400 eV
Expectation value of S² = 6.0471
Energy above the lowest of the compared OMol25 structures with the same formula, charge and spin = 8.9 kcal per mole